Record 1
ORCA calculation (ωB97M-V/def2-TZVPD) on the molecule H3NO5S.

Relative energy (zero: lowest compared OMol25 entry of this formula, charge and spin), kcal per mole: 8.1
LUMO energy, eV: -0.242
Electronic energy, Eh: -830.71164

Last columns: bonded neighbours and bond lengths (Å).
CARTESIAN COORDINATES (ANGSTROEM)
1 N -0.779 -1.525 0.563  O2 1.441, H8 1.014, H9 1.036
2 O 0.570 -1.095 0.833  N1 1.441, S3 1.578
3 S 1.077 0.040 -0.138  O2 1.578, O4 1.405, O5 1.359, O6 2.022
4 O 2.459 0.168 0.085  S3 1.405
5 O 0.454 -0.125 -1.335  S3 1.359
6 O 0.114 1.604 0.709  S3 2.022, O7 1.368
7 O -0.986 1.419 -0.083  O6 1.368, H10 0.950
8 H -1.387 -0.716 0.627  N1 1.014
9 H -0.867 -1.705 -0.454  N1 1.036
10 H -0.654 1.936 -0.808  O7 0.950

Here are the Löwdin charges for atoms 1 to 2, given in e: 0.06, -0.25



Record 2
ORCA calculation (ωB97M-V/def2-TZVPD) on the molecule H3NO6Si.

Relative energy (zero: lowest compared OMol25 entry of this formula, charge and spin), kcal per mole: 8.0
LUMO energy, eV: 0.140
Electronic energy, Eh: -797.55635

Last columns: bonded neighbours and bond lengths (Å).
CARTESIAN COORDINATES (ANGSTROEM)
1 O -1.969 1.305 -0.004  N2 1.210
2 N -2.053 0.110 0.166  O1 1.210, O3 1.162, O4 1.385
3 O -2.996 -0.569 0.161  N2 1.162
4 O -0.866 -0.579 0.352  N2 1.385, Si5 1.690
5 Si 0.726 -0.124 0.017  O4 1.690, O6 1.616, O7 1.653, O8 1.591
6 O 1.290 0.219 1.492  Si5 1.616, H9 0.964
7 O 1.499 -1.456 -0.584  Si5 1.653, H10 1.010
8 O 0.903 1.157 -0.910  Si5 1.591, H11 1.007
9 H 1.939 0.932 1.498  O6 0.964
10 H 1.097 -2.367 -0.415  O7 1.010
11 H 0.430 1.371 -1.774  O8 1.007

Here are the Löwdin charges for atoms 1 to 2, given in e: 0.10, -0.46



Record 3
ORCA calculation (ωB97M-V/def2-TZVPD) on the molecule H3NO7Si.

Relative energy (zero: lowest compared OMol25 entry of this formula, charge and spin), kcal per mole: 9.2
LUMO energy, eV: 0.260
Electronic energy, Eh: -872.68134

Last columns: bonded neighbours and bond lengths (Å).
CARTESIAN COORDINATES (ANGSTROEM)
1 O 3.938 0.610 -0.195  N2 1.206
2 N 2.893 0.228 0.271  O1 1.206, O3 1.160, O4 1.385
3 O 2.558 0.261 1.381  N2 1.160
4 O 1.990 -0.249 -0.664  N2 1.385, Si5 1.670
5 Si 0.492 -0.728 -0.104  O4 1.670, O6 1.609, O7 1.571, O8 1.694
6 O 0.551 -1.513 1.299  Si5 1.609, H10 0.960
7 O -0.174 -1.572 -1.249  Si5 1.571, H11 0.981
8 O -0.203 0.784 0.213  Si5 1.694, O9 1.481
9 O -0.108 1.751 -0.905  O8 1.481, H12 0.954
10 H 0.380 -2.428 1.535  O6 0.960
11 H -0.663 -1.342 -2.069  O7 0.981
12 H -0.164 2.621 -0.517  O9 0.954

Here are the Löwdin charges for atoms 1 to 2, given in e: 0.12, -0.45



Which frontier orbital gap belongs to each record? In order, 10.52; 11.71; 10.98 eV.